84
Properties=species:S:1:pos:R:3:mulliken_spin:R:1 method="wB97M-V/def2-TZVPD" homo_energy_ha="-0.267 / -0.275" s2=2.025 e_lumo_ev="-0.51 / -0.57" charge=0 total_energy_ev=-111787.91173 multiplicity=3 gap_ev="6.753 / 6.914" max_force_ha_per_bohr=0.0575
V -1.3363 -1.1450 0.2913 2.120
S -2.2749 3.2844 1.6786 0.004
C -1.3877 2.6539 3.0299 -0.003
C -1.0042 3.3105 4.1949 0.001
C -0.3149 2.5939 5.1561 0.000
C -0.0214 1.2425 4.9516 0.001
C -0.4015 0.5948 3.7894 0.003
C -1.0899 1.3068 2.8054 0.019
N -1.5404 0.8136 1.5796 -0.023
C -2.1952 1.7236 0.9106 -0.005
C -2.7548 1.4283 -0.3933 -0.079
C -3.5589 2.3448 -1.0802 -0.009
C -4.0291 2.0217 -2.3368 0.011
C -3.6592 0.8005 -2.9009 -0.007
C -2.8582 -0.0920 -2.2074 0.052
C -2.4123 0.1643 -0.9054 -0.059
H -1.2441 4.3560 4.3445 0.000
H -0.0052 3.0814 6.0720 0.000
H 0.5104 0.6898 5.7168 0.000
H -0.1659 -0.4506 3.6379 0.002
H -3.8069 3.3019 -0.6281 0.001
H -4.6737 2.7048 -2.8766 0.000
H -4.0167 0.5337 -3.8905 0.000
H -2.5846 -1.0211 -2.6923 -0.003
O 0.3772 -4.0372 -1.1809 0.023
C 0.2684 -2.8766 -1.5172 0.007
O -0.6710 -2.0727 -1.0886 -0.085
C 1.2908 -2.2580 -2.4412 0.013
C 2.0944 -3.1648 -3.1346 0.000
C 3.1327 -2.7286 -3.9328 -0.001
C 3.3952 -1.3666 -4.0346 0.000
C 2.6049 -0.4611 -3.3491 -0.002
C 1.5335 -0.8808 -2.5502 -0.007
P 0.6026 0.4415 -1.6255 0.015
C 0.0398 1.5163 -2.9894 0.009
C -0.4057 2.8070 -2.6921 0.001
C -1.0177 3.5891 -3.6614 -0.001
C -1.2224 3.0832 -4.9367 0.003
C -0.8158 1.7897 -5.2352 -0.002
C -0.1935 1.0087 -4.2687 0.004
C 2.0319 1.2121 -0.7978 -0.009
C 2.3432 2.4964 -0.6229 0.001
C 3.2517 2.9346 0.4589 -0.001
C 3.8085 2.0963 1.3299 0.003
C 3.6130 0.6104 1.2443 0.001
C 2.5586 0.1859 0.1825 0.009
H 1.8819 -4.2198 -3.0207 0.000
H 3.7464 -3.4441 -4.4678 0.000
H 4.2191 -1.0121 -4.6445 0.000
H 2.8115 0.5996 -3.4303 0.001
H -0.3059 3.1934 -1.6831 -0.002
H -1.3555 4.5885 -3.4136 0.000
H -1.7165 3.6873 -5.6901 0.000
H -0.9937 1.3783 -6.2215 0.000
H 0.1003 -0.0032 -4.5142 0.001
H 1.9048 3.2587 -1.2564 0.001
H 3.4512 3.9968 0.5450 0.000
H 4.4588 2.4713 2.1151 0.000
H 4.5835 0.1186 1.1445 0.000
H 2.8318 -0.7465 -0.3104 -0.003
C -2.7591 -2.8162 4.1869 0.000
C -1.8002 -2.6272 3.0521 0.011
O -1.9276 -1.6847 2.2628 -0.017
N -0.7777 -3.4941 2.9530 0.004
C 0.1113 -3.5020 1.7922 0.031
C 1.0387 -2.2979 1.8153 0.045
C 2.3288 -2.4372 2.5313 0.000
C 3.1113 -1.3936 2.7754 0.005
C 2.7143 -0.0188 2.3562 0.000
C 1.5533 -0.0578 1.3392 0.050
N 0.6619 -1.2253 1.2432 -0.106
H -3.5389 -2.0646 4.1108 0.000
H -2.2427 -2.7166 5.1440 0.000
H -3.2104 -3.8085 4.1311 0.000
H -0.8038 -4.3125 3.5350 0.000
H -0.4597 -3.5493 0.8697 -0.002
H 0.7027 -4.4115 1.8415 0.002
H 2.6166 -3.4320 2.8521 0.001
H 4.0540 -1.5238 3.3013 0.000
H 2.5543 0.6148 3.2319 0.001
H 0.9350 0.8264 1.4327 -0.007
S -3.4534 -2.5096 0.2485 -0.033
C -4.1571 -2.7190 -1.2654 0.008
N -4.6639 -2.8727 -2.2965 0.000